{
  "formula": "C42H114N18O18",
  "method": "wB97M-V/def2-TZVPD",
  "fmax_ha_per_bohr": 0.039,
  "e_above_lowest_ev": 0.000,
  "charge": 0,
  "orbital_gap_ev": 8.530,
  "elements": ["C", "O", "C", "C", "N", "C", "C", "O", "C", "H", "H", "H", "H", "H", "H", "H", "H", "H", "H", "H", "H", "H", "H", "H", "C", "O", "C", "C", "N", "C", "C", "O", "C", "H", "H", "H", "H", "H", "H", "H", "H", "H", "H", "H", "H", "H", "H", "H", "C", "O", "C", "C", "N", "C", "C", "O", "C", "H", "H", "H", "H", "H", "H", "H", "H", "H", "H", "H", "H", "H", "H", "H", "C", "O", "C", "C", "N", "C", "C", "O", "C", "H", "H", "H", "H", "H", "H", "H", "H", "H", "H", "H", "H", "H", "H", "H", "C", "O", "C", "C", "N", "C", "C", "O", "C", "H", "H", "H", "H", "H", "H", "H", "H", "H", "H", "H", "H", "H", "H", "H", "C", "O", "C", "C", "N", "C", "C", "O", "C", "H", "H", "H", "H", "H", "H", "H", "H", "H", "H", "H", "H", "H", "H", "H", "C", "O", "N", "N", "H", "H", "H", "H", "C", "O", "N", "N", "H", "H", "H", "H", "C", "O", "N", "N", "H", "H", "H", "H", "C", "O", "N", "N", "H", "H", "H", "H", "C", "O", "N", "N", "H", "H", "H", "H", "C", "O", "N", "N", "H", "H", "H", "H"],
  "coordinates": [[-5.9714, 2.7348, -3.1776], [-4.9561, 3.4553, -2.5652], [-3.9376, 2.6290, -2.0299], [-2.9840, 3.5787, -1.2957], [-3.7142, 4.3748, -0.2968], [-2.7258, 5.2425, 0.3888], [-3.4320, 6.2439, 1.3160], [-4.4352, 5.6658, 2.0972], [-3.9069, 5.0509, 3.2411], [-5.6595, 2.3506, -4.1547], [-6.8166, 3.4111, -3.3239], [-6.3609, 1.9171, -2.5617], [-3.4186, 2.1456, -2.8584], [-4.3087, 1.9140, -1.2904], [-2.5081, 4.1625, -2.0976], [-2.2095, 3.0089, -0.7739], [-4.2483, 5.0271, -0.8692], [-2.1882, 5.7889, -0.3968], [-1.9996, 4.6661, 0.9698], [-3.8992, 6.9530, 0.6224], [-2.6977, 6.7757, 1.9284], [-4.6968, 4.5346, 3.7861], [-3.4441, 5.7786, 3.9173], [-3.1711, 4.2871, 2.9604], [7.7167, -4.5451, -4.1897], [7.7208, -3.1732, -4.4590], [8.1914, -2.8858, -5.7442], [8.1439, -1.3953, -6.0043], [6.8428, -0.8691, -5.6310], [6.8178, 0.5507, -5.3100], [5.4581, 0.9295, -4.7748], [5.1581, 0.2231, -3.6186], [3.8979, 0.5737, -3.0920], [7.1278, -5.1015, -4.9332], [7.2067, -4.7316, -3.2444], [8.7323, -4.9517, -4.1362], [7.5708, -3.3815, -6.5078], [9.2080, -3.2685, -5.9186], [8.2193, -1.2847, -7.0912], [8.9372, -0.8500, -5.4773], [6.3275, -1.4237, -4.9666], [6.9929, 1.1366, -6.2160], [7.6026, 0.7503, -4.5602], [4.7181, 0.7105, -5.5627], [5.4269, 2.0206, -4.6282], [3.8438, 1.6166, -2.7451], [3.6110, -0.0577, -2.2650], [3.1709, 0.4696, -3.9093], [0.0506, -11.4351, 3.1499], [0.2286, -10.3768, 2.2024], [0.3787, -9.1227, 2.8173], [0.9276, -8.1038, 1.8187], [0.1725, -8.2027, 0.5861], [0.7055, -7.3424, -0.4722], [0.6687, -5.8611, -0.1527], [1.5412, -5.1956, -1.0202], [1.7508, -3.8544, -0.6283], [1.0616, -11.7716, 3.4047], [-0.4863, -12.2496, 2.6738], [-0.4839, -11.0813, 4.0323], [1.1446, -9.2001, 3.6072], [-0.5709, -8.7754, 3.2418], [1.9903, -8.3214, 1.6602], [0.7307, -7.1598, 2.3239], [0.2283, -9.1439, 0.2194], [0.1061, -7.4299, -1.3858], [1.7070, -7.6274, -0.8324], [0.8450, -5.6173, 0.9032], [-0.3179, -5.4120, -0.3609], [2.4955, -3.4006, -1.2735], [2.1134, -3.8640, 0.4102], [0.8245, -3.2644, -0.6248], [-1.3595, 1.3274, 4.5297], [-0.7100, 2.5678, 4.5122], [-0.3332, 3.0662, 3.2401], [0.4804, 4.2882, 3.5206], [-0.3546, 5.3093, 4.1392], [0.3668, 6.5302, 4.4596], [-0.6043, 7.4394, 5.1868], [0.0677, 8.5706, 5.6889], [-0.7595, 9.4524, 6.3930], [-0.8050, 0.5777, 3.9504], [-2.3646, 1.4066, 4.0914], [-1.4628, 1.0156, 5.5673], [-1.1985, 3.2087, 2.5788], [0.2633, 2.2851, 2.7365], [0.8365, 4.6783, 2.5612], [1.3609, 4.0173, 4.1188], [-0.7897, 4.9116, 4.9630], [0.7577, 7.0443, 3.5788], [1.2288, 6.3758, 5.1322], [-1.1118, 6.9364, 6.0206], [-1.3827, 7.7815, 4.4875], [-0.1678, 9.9092, 7.1871], [-1.6252, 8.9903, 6.8854], [-1.1495, 10.2298, 5.7247], [-2.0863, -2.3799, 5.1089], [-1.8453, -1.9807, 3.7723], [-0.5795, -2.3569, 3.2888], [-0.4820, -3.8624, 3.0179], [-1.6898, -4.2116, 2.3088], [-1.9932, -5.6192, 2.1577], [-2.3656, -6.2819, 3.5120], [-3.3619, -5.5755, 4.2121], [-4.6181, -5.5597, 3.5940], [-1.5813, -1.6478, 5.7573], [-1.7624, -3.3905, 5.3563], [-3.1443, -2.2647, 5.3425], [0.1980, -2.0426, 3.9943], [-0.4219, -1.8431, 2.3446], [-0.2384, -4.4666, 3.9015], [0.3733, -3.9913, 2.3452], [-2.5025, -3.6853, 2.5926], [-1.1064, -6.1699, 1.8425], [-2.8141, -5.8512, 1.4781], [-1.4774, -6.2549, 4.1463], [-2.6115, -7.3404, 3.3443], [-4.6353, -5.0911, 2.5985], [-5.2985, -4.9575, 4.1943], [-5.0129, -6.5790, 3.5000], [0.2102, 10.0150, -1.2102], [0.8202, 8.7677, -1.4415], [-0.0867, 7.8260, -1.9483], [0.6668, 6.6063, -2.4700], [0.4700, 5.3900, -1.6860], [0.9756, 4.2325, -2.4235], [1.3542, 3.0694, -1.5321], [2.4200, 3.3761, -0.6820], [2.7882, 2.3204, 0.1699], [0.9319, 10.6297, -0.6798], [-0.7132, 9.9002, -0.6384], [-0.0109, 10.5195, -2.1627], [-0.5809, 8.2722, -2.8279], [-0.8743, 7.5417, -1.2400], [1.7260, 6.8880, -2.5522], [0.2769, 6.3823, -3.4641], [0.9407, 5.4317, -0.7901], [1.9058, 4.5029, -2.9586], [0.2674, 3.8873, -3.1798], [1.6046, 2.2583, -2.2365], [0.4718, 2.7080, -0.9895], [3.8731, 2.2866, 0.2380], [2.4414, 1.3563, -0.2190], [2.3030, 2.3838, 1.1518], [3.4816, -1.5008, 1.5129], [2.2929, -1.6439, 1.7671], [3.8984, -1.1449, 0.2504], [4.4942, -1.6757, 2.4276], [4.8826, -1.0974, 0.0638], [3.2300, -1.1198, -0.5036], [5.4518, -1.5033, 2.1909], [4.2645, -1.8195, 3.3916], [-3.4096, 0.7762, 1.4755], [-2.2475, 0.6767, 1.0720], [-3.9617, -0.2337, 2.2279], [-4.1849, 1.8780, 1.2905], [-4.8205, -0.1196, 2.7288], [-3.2401, -0.8610, 2.5560], [-3.8390, 2.6211, 0.6889], [-5.0293, 1.9834, 1.8168], [-0.6106, -3.1746, -4.0276], [-0.8673, -4.1205, -4.7669], [-1.5913, -2.3748, -3.4710], [0.6805, -2.7884, -3.7252], [-1.4196, -1.7690, -2.6891], [-2.5479, -2.6533, -3.6088], [0.9005, -2.1029, -3.0040], [1.3206, -3.5189, -3.9859], [0.2915, -0.1883, -1.1947], [1.2201, -0.7412, -1.8192], [-0.7341, 0.5758, -1.6946], [0.2591, -0.2670, 0.1923], [-1.4380, 0.7846, -0.9991], [-0.8277, 0.6499, -2.7024], [-0.5200, 0.1127, 0.7157], [0.9239, -0.9199, 0.6053], [-1.9197, 0.5575, -5.5146], [-1.8044, 0.9422, -4.3613], [-2.5354, 1.3424, -6.4628], [-1.5128, -0.6834, -5.9139], [-2.6242, 0.9854, -7.3941], [-2.7897, 2.2788, -6.2231], [-1.2555, -1.3398, -5.1921], [-1.8466, -1.0275, -6.7951], [-3.3636, -2.8363, -0.9049], [-3.8596, -1.9399, -1.5883], [-3.8483, -4.1335, -0.9575], [-2.1960, -2.6740, -0.2142], [-3.3980, -4.8377, -0.4005], [-4.8072, -4.2782, -1.2083], [-1.8675, -3.3163, 0.5142], [-1.7482, -1.7723, -0.2090]],
  "forces_ev_per_angstrom": [[-0.88, -0.01, -0.38], [0.15, 0.13, 0.58], [0.59, 0.76, 0.45], [-0.28, -0.59, -0.72], [1.14, 0.42, -0.40], [-0.34, 0.07, 0.21], [0.18, -0.03, -1.31], [-0.42, 0.18, 0.29], [0.21, -0.51, 0.19], [0.00, -0.18, 0.02], [0.11, 0.08, -0.14], [0.28, -0.13, 0.05], [0.14, -0.40, 0.15], [-0.41, -0.23, -0.38], [0.22, 0.32, 0.44], [0.07, -0.04, -0.14], [-0.57, -0.29, 0.34], [0.37, 0.13, 0.40], [-0.08, -0.30, -0.27], [-0.27, 0.17, 0.44], [0.06, 0.04, 0.03], [-0.22, 0.15, -0.14], [0.12, -0.02, -0.08], [0.11, 0.13, 0.18], [-0.39, -0.54, 0.08], [0.05, 0.12, 0.31], [0.15, -0.04, -0.77], [-0.96, -0.05, 0.19], [-0.36, 0.35, -0.60], [0.03, -1.00, 0.37], [-0.01, 0.64, -1.01], [0.26, -0.26, 1.01], [-0.40, 0.47, -0.85], [0.24, 0.07, -0.16], [0.18, 0.27, 0.13], [-0.01, -0.04, -0.07], [-0.17, -0.04, 0.21], [0.04, 0.06, 0.26], [0.61, 0.22, 0.06], [0.19, -0.14, -0.11], [0.35, 0.00, 0.32], [0.16, 0.08, 0.07], [-0.09, 0.42, -0.10], [-0.04, -0.06, 0.11], [0.00, -0.07, 0.26], [0.29, -0.03, -0.06], [0.17, -0.32, -0.03], [-0.28, -0.07, 0.34], [0.75, 0.56, -0.55], [-0.49, -0.34, -0.01], [0.81, 0.03, 0.03], [-0.79, -1.35, 0.22], [0.02, 0.85, -0.67], [-0.28, 0.17, -0.79], [-0.78, 0.67, -0.22], [0.78, 0.12, -0.20], [-0.15, -0.35, 0.78], [-0.22, -0.21, 0.42], [-0.10, 0.03, -0.06], [-0.05, -0.10, 0.05], [-0.34, 0.05, 0.20], [-0.03, -0.08, 0.01], [0.17, 0.42, 0.13], [0.54, 0.33, -0.27], [-0.19, -0.18, 0.40], [-0.19, -0.37, 0.25], [0.21, 0.18, 0.55], [0.54, -0.14, -0.05], [-0.25, -0.47, 0.23], [-0.06, -0.02, -0.14], [0.14, 0.24, -0.11], [0.01, -0.05, -0.26], [-0.29, 0.00, -0.55], [-0.07, 0.31, 0.46], [0.16, -1.42, 0.09], [-0.23, 0.60, -0.67], [0.40, -0.01, -0.48], [-0.20, 0.03, 1.00], [-0.38, 0.70, -0.34], [0.42, -0.37, 0.18], [-0.22, 0.52, 0.18], [-0.01, -0.03, 0.12], [0.03, -0.07, -0.01], [0.11, -0.02, 0.01], [-0.07, 0.37, 0.24], [0.15, 0.22, 0.02], [0.11, 0.05, 0.04], [-0.03, -0.03, 0.06], [0.10, 0.08, 0.09], [-0.19, -0.23, -0.18], [-0.02, -0.13, -0.11], [0.08, -0.27, -0.07], [-0.06, -0.21, 0.00], [0.04, 0.14, -0.14], [0.14, -0.33, -0.16], [0.02, 0.03, 0.08], [0.17, 1.02, 0.56], [-0.70, -0.16, -0.11], [0.65, -0.36, 0.30], [0.13, 0.49, -0.38], [-0.34, -0.73, -1.09], [0.11, -0.81, 1.54], [0.48, 0.25, -0.49], [0.11, 0.18, 0.25], [-0.47, -0.06, -0.35], [0.18, -0.35, 0.13], [-0.02, -0.07, -0.23], [-0.08, -0.22, -0.33], [0.07, 0.03, -0.10], [-0.12, 0.19, 0.01], [-0.41, 0.10, 0.19], [0.03, 0.00, 0.04], [0.12, 0.06, 0.45], [-0.12, 0.09, -0.44], [0.17, 0.47, -0.37], [-0.12, -0.05, 0.17], [-0.26, 0.09, 0.06], [0.29, -0.12, 0.02], [0.09, -0.15, 0.25], [-0.08, 0.06, -0.03], [0.24, 0.04, -0.32], [0.11, -0.02, 0.51], [-0.11, -0.06, -1.12], [-0.23, -0.14, 0.47], [-0.23, -0.25, -0.25], [1.00, 0.35, 0.46], [-0.98, -0.54, -0.81], [0.23, 0.60, -0.04], [-0.43, -0.74, -0.08], [-0.07, 0.03, 0.19], [-0.03, 0.13, 0.13], [-0.15, -0.10, 0.07], [-0.17, 0.09, 0.21], [0.16, 0.06, 0.19], [-0.03, -0.05, -0.17], [0.18, -0.01, -0.08], [0.15, 0.15, -0.05], [-0.13, -0.01, -0.07], [-0.18, 0.03, 0.12], [0.20, -0.11, 0.30], [0.08, 0.16, 0.26], [0.03, 0.12, 0.24], [0.18, 0.04, -0.19], [0.23, 0.32, 0.07], [0.30, 0.25, -0.90], [0.06, -0.18, 0.55], [0.20, -0.22, 0.98], [-0.43, -0.01, -0.28], [-0.04, 0.04, -0.36], [-0.15, -0.01, 0.02], [0.04, 0.05, -0.01], [-0.15, 0.00, 0.02], [-0.66, 0.24, 0.95], [-0.19, 0.19, -0.49], [0.86, 0.23, -0.65], [0.88, -0.76, -0.19], [-0.04, -0.01, 0.09], [-0.33, -0.29, 0.36], [-0.50, 0.29, 0.35], [-0.17, 0.22, -0.18], [0.29, 0.02, 0.71], [0.02, 0.53, 0.19], [0.18, -0.34, -0.52], [-0.84, -0.61, -0.52], [0.10, 0.05, 0.03], [0.00, -0.08, 0.11], [0.00, -0.16, -0.18], [0.34, 0.23, 0.17], [-0.20, 0.40, 1.68], [-0.73, 0.61, 0.00], [1.52, -1.28, 0.17], [0.42, -0.46, -1.23], [-0.38, 0.22, -0.56], [-0.60, 0.17, 0.04], [0.10, -0.10, 0.02], [-0.17, 0.37, 0.17], [-0.53, -0.41, -0.03], [0.39, 0.44, 0.43], [0.45, -0.87, 0.09], [-0.12, 0.91, -0.58], [-0.10, 0.36, -0.17], [-0.02, 0.08, -0.01], [-0.21, 0.10, 0.06], [0.13, -0.25, 0.01], [0.33, 0.29, -1.03], [-0.01, -0.37, 0.63], [0.38, 0.31, 0.54], [0.06, -0.40, 0.35], [-0.07, -0.07, 0.01], [-0.06, 0.14, -0.12], [-0.31, 0.10, -0.25], [-0.32, 0.20, -0.08]]
}